(1)
C20H32IrO4PSSe2Si2Te as an isolated structure. Source: the OMol25 dataset; level of theory: ωB97M-V with the def2-TZVPD basis set.

The geometry in XYZ format:
```
64
Properties=species:S:1:pos:R:3:forces:R:3:mulliken_charge:R:1
Ir -0.906 1.148 1.082 1.2 0.5 0.3 1.251
Se 0.841 2.748 1.085 0.2 0.2 -0.2 -0.180
P 0.808 2.938 -1.093 0.2 0.3 -0.2 0.645
Se -0.812 1.492 -1.317 -0.8 -0.7 0.1 -0.201
C 2.317 2.448 -1.923 0.0 0.0 -0.1 0.701
C 2.440 1.218 -2.559 0.0 0.0 0.0 -0.272
C 3.637 0.886 -3.178 0.0 0.0 0.0 -0.660
C 4.702 1.772 -3.149 0.0 0.0 0.0 -0.437
C 4.580 3.000 -2.508 0.0 0.0 0.0 -0.703
C 3.387 3.345 -1.899 0.0 0.0 0.0 -0.470
C 0.409 4.574 -1.695 0.1 0.0 0.0 0.741
C 0.362 4.769 -3.077 0.0 0.0 0.0 -0.438
C 0.045 6.017 -3.579 0.0 0.0 0.0 -0.653
C -0.209 7.071 -2.708 0.0 0.0 0.0 -0.433
C -0.156 6.879 -1.336 0.0 0.0 0.0 -0.645
C 0.147 5.625 -0.823 -0.1 0.0 0.0 -0.341
H 1.609 0.524 -2.572 0.0 0.0 0.0 0.288
H 3.735 -0.066 -3.683 0.0 0.0 0.0 0.415
H 5.634 1.510 -3.631 0.0 0.0 0.0 0.396
H 5.413 3.690 -2.491 0.0 0.0 0.0 0.408
H 3.290 4.310 -1.415 0.0 0.0 0.0 0.382
H 0.576 3.952 -3.758 0.0 0.0 0.0 0.370
H 0.001 6.173 -4.648 0.0 0.0 0.0 0.406
H -0.450 8.048 -3.105 0.0 0.0 0.0 0.406
H -0.356 7.701 -0.663 0.0 0.0 0.0 0.412
H 0.166 5.468 0.248 0.0 0.0 0.0 0.281
C 1.268 -5.172 4.241 0.0 0.0 0.1 -1.027
Si 1.063 -4.133 2.721 0.0 0.1 -0.1 0.159
C 0.271 -5.111 1.334 0.0 0.0 -0.1 -1.045
C 2.678 -3.381 2.163 0.1 0.0 0.0 -1.011
C -0.119 -2.686 3.129 0.0 -0.1 -0.1 -0.606
Te -0.522 -1.639 1.352 0.0 0.5 -0.1 -0.175
C -2.469 -2.399 1.129 -0.1 0.1 0.0 -0.780
Si -3.401 -1.939 -0.465 0.1 0.0 0.0 0.024
C -4.775 -3.168 -0.682 0.0 0.0 0.0 -1.039
C -2.192 -2.037 -1.885 0.0 0.0 0.0 -0.534
C -4.071 -0.211 -0.245 0.0 0.1 0.0 -0.651
H 1.905 -6.033 4.027 0.0 0.0 0.0 0.325
H 0.309 -5.550 4.601 0.0 0.0 0.0 0.320
H 1.732 -4.604 5.048 0.0 0.0 0.0 0.340
H 0.914 -5.950 1.060 0.0 0.0 0.0 0.389
H 0.121 -4.530 0.417 0.0 0.0 0.0 0.347
H -0.696 -5.523 1.633 0.0 0.0 0.0 0.337
H 3.232 -4.077 1.529 0.0 0.0 0.0 0.360
H 3.306 -3.145 3.025 0.0 0.0 0.0 0.325
H 2.558 -2.453 1.598 0.0 0.0 0.0 0.314
H 0.348 -1.998 3.832 0.0 0.0 0.0 0.372
H -1.092 -2.996 3.508 0.0 0.0 0.1 0.567
H -3.001 -2.044 2.015 0.0 -0.1 0.0 0.594
H -2.330 -3.482 1.218 0.0 0.0 0.0 0.484
H -4.393 -4.182 -0.812 0.0 0.0 0.0 0.313
H -5.373 -2.924 -1.562 0.0 0.0 0.0 0.323
H -5.444 -3.168 0.182 0.0 0.0 0.0 0.341
H -1.755 -3.035 -1.976 0.0 0.0 0.0 0.334
H -1.373 -1.320 -1.796 0.0 0.0 0.0 -0.109
H -2.705 -1.821 -2.826 0.0 0.0 0.0 0.309
H -4.997 -0.224 0.333 0.0 0.0 0.0 0.344
H -4.282 0.259 -1.208 0.0 0.0 0.0 0.289
H -3.379 0.448 0.291 0.0 0.0 0.0 0.069
O -0.288 0.270 4.969 0.0 0.0 0.0 -0.591
S -0.473 0.624 3.611 -0.3 -0.4 -0.2 1.148
O 0.668 0.236 2.680 -0.1 0.0 0.3 -0.576
O -0.805 2.025 3.287 -0.2 0.0 -0.1 -0.635
O -1.651 -0.167 2.915 0.0 -0.3 0.0 -0.616
```
Forces are in eV/Å.

Its charge is +1. As for the spin multiplicity: 2. As for the total energy: -7575.794850 Ha. The calculation puts the energy relative to the best compared isomer or geometry (same formula, charge and spin) at 35.6 kcal/mol. The HOMO energy (spin up / spin down) comes out at -11.681 / -11.517 eV. The orbital gap (spin up / spin down) comes out at 6.62 / 6.67 eV.

(2)
A 10-piece molecular cluster, C40H55BCl2N11O5 overall. Source: the OMol25 dataset; level of theory: ωB97M-V with the def2-TZVPD basis set.

The geometry in XYZ format:
```
114
Properties=species:S:1:pos:R:3:forces:R:3:mulliken_charge:R:1
C -3.844 -3.745 4.283 0.9 0.3 -1.2 -0.688
C -2.981 -2.908 3.358 -1.9 -0.9 0.7 -0.727
C -2.389 -3.439 1.914 3.3 1.4 2.1 1.662
C -1.435 -4.693 2.365 1.1 -0.9 -2.2 -0.497
C 0.177 -4.474 1.978 -0.4 0.1 0.8 0.271
C 0.927 -5.943 2.197 -1.5 0.1 0.2 -0.618
C 0.974 -6.845 0.822 0.5 0.1 0.9 0.027
C 2.379 -6.492 0.049 0.0 -0.6 -0.7 -0.565
N 2.866 -5.073 0.249 0.0 -0.7 -0.1 -0.292
O -1.539 -2.295 1.443 -0.8 -2.3 0.3 -0.295
B -2.284 -1.319 0.572 0.6 -1.6 0.7 0.219
C -1.628 -0.942 -0.903 1.3 0.3 -1.8 -0.447
C -0.019 -0.591 -0.851 2.9 -2.3 5.0 0.397
O 0.842 -0.973 0.094 -5.7 2.7 -6.5 -0.484
Cl 0.664 0.405 -2.301 -0.6 -0.8 1.2 -0.285
C -2.619 -0.037 1.573 -0.3 3.2 0.5 -0.509
C -2.196 1.431 0.909 -0.1 2.7 -1.5 0.149
C -3.373 2.119 -0.056 3.1 2.4 -0.2 -0.498
C -3.139 3.563 -0.856 3.4 -2.6 3.2 -0.462
C -1.651 4.264 -0.627 -0.6 -2.7 1.6 0.087
C -0.480 3.627 0.334 -3.8 -2.3 -0.5 -0.548
C -0.750 2.176 1.120 -2.6 1.5 -2.1 0.714
C 0.420 1.530 2.074 -0.6 -0.3 -0.2 -0.890
O -3.436 -2.190 0.143 -1.0 -3.6 0.3 -0.456
C -3.417 -3.608 0.635 -2.6 4.5 2.2 0.817
C -5.045 -3.810 0.961 0.6 -0.5 -0.6 -0.636
C -5.429 -5.399 0.776 -5.8 -0.3 -5.4 0.479
O -6.381 -5.687 -0.149 6.4 1.5 6.3 -0.556
Cl -4.652 -6.827 1.670 -0.8 2.0 -0.9 -0.168
O -3.197 -4.686 -0.342 5.2 1.4 -1.9 -0.393
C -1.887 -4.589 -1.002 5.8 1.5 -1.8 0.422
N -0.701 -4.425 -1.516 -10.5 -1.7 4.3 -0.561
H -3.377 -4.530 5.022 -1.1 0.4 -2.8 0.124
H -5.027 -3.668 4.239 2.6 1.2 1.5 0.198
H -2.713 -1.823 3.726 -1.7 -1.6 -1.9 0.029
H -1.769 -5.626 1.699 0.6 1.6 1.8 0.046
H -1.447 -4.945 3.507 -0.5 0.5 -2.2 -0.250
H 0.315 -4.053 0.895 -0.2 -0.9 2.3 0.012
H 0.581 -3.663 2.751 -0.7 -1.7 -1.8 0.267
H 1.970 -5.824 2.722 -1.8 -0.3 -1.3 0.319
H 0.241 -6.539 2.960 1.4 1.1 -1.4 0.041
H 0.023 -6.691 0.124 2.0 0.0 1.6 -0.173
H 0.948 -7.980 1.172 0.3 2.3 -1.0 0.355
H 3.213 -7.228 0.419 -1.7 1.1 -0.9 0.127
H 2.189 -6.633 -1.100 0.6 0.1 2.3 0.267
H 3.254 -4.659 -0.627 -0.4 -0.7 1.4 0.072
H 3.516 -4.986 1.061 -0.7 -0.1 -1.4 0.162
H -2.274 -0.087 -1.429 1.9 -1.6 1.1 0.351
H -1.728 -1.878 -1.638 0.5 1.9 1.6 0.244
H -3.784 0.069 1.812 2.4 -0.2 -0.4 0.165
H -2.030 -0.085 2.602 -1.3 -0.1 -2.2 0.070
H -4.406 1.544 -0.195 2.5 1.3 0.4 0.208
H -3.989 4.051 -1.533 2.2 -1.2 1.7 0.232
H -1.430 5.269 -1.187 -0.5 -2.5 1.4 -0.126
H 0.588 4.132 0.472 -2.7 -1.1 -0.5 0.139
H 1.384 1.352 1.433 -1.9 0.3 1.2 0.249
H 0.077 0.479 2.516 0.7 2.3 -1.2 0.011
H 0.672 2.220 2.989 -0.5 -1.1 -1.9 0.376
H -5.369 -3.340 1.982 1.0 -1.3 -1.8 0.278
H -5.620 -3.194 0.118 1.3 -1.8 1.7 0.318
C -2.018 8.392 -2.659 0.9 -0.9 0.3 -0.341
C -0.913 7.436 -2.239 6.1 -5.0 2.3 0.474
N 0.003 6.643 -1.890 -7.1 6.6 -2.9 -0.650
H -1.774 8.842 -3.625 0.1 -0.1 0.2 -0.079
H -2.965 7.853 -2.745 0.2 -0.1 0.1 0.328
H -2.126 9.186 -1.914 0.2 -0.2 0.0 0.347
C 5.974 -4.284 -2.803 0.1 -0.8 0.9 -0.739
C 6.116 -5.276 -1.660 0.8 -5.4 6.2 0.476
N 6.235 -6.098 -0.711 -0.9 6.6 -7.6 -0.554
H 6.805 -3.574 -2.787 -0.1 -0.2 0.1 0.276
H 5.978 -4.815 -3.759 0.0 0.0 0.2 0.282
H 5.034 -3.735 -2.705 0.1 -0.1 0.1 0.276
C -4.026 11.813 -4.564 1.0 -0.6 -0.4 -0.808
C -2.817 11.054 -5.086 6.6 -4.1 -2.9 0.478
N -1.814 10.424 -5.519 -8.1 5.0 3.5 -0.537
H -4.917 11.183 -4.628 0.2 0.0 0.0 0.272
H -3.865 12.098 -3.521 0.1 -0.1 -0.2 0.276
H -4.185 12.716 -5.160 0.1 -0.2 0.0 0.319
C -0.114 7.186 -6.119 0.1 -0.8 -1.0 -0.393
C -0.018 6.166 -7.242 0.5 -5.6 -6.1 0.207
N 0.061 5.320 -8.174 -0.6 6.8 7.4 -0.420
H -0.689 6.771 -5.287 0.1 -0.1 -0.2 0.099
H 0.888 7.446 -5.766 -0.1 -0.1 -0.1 0.282
H -0.611 8.091 -6.479 0.1 -0.2 0.0 0.207
C 0.567 -5.835 5.932 -1.0 0.6 0.3 -0.711
C -0.707 -5.094 6.304 -6.9 4.0 2.0 0.525
N -1.763 -4.479 6.613 8.5 -5.0 -2.3 -0.553
H 1.223 -5.181 5.350 -0.2 0.0 0.1 0.210
H 1.092 -6.152 6.837 -0.2 0.1 -0.1 0.381
H 0.324 -6.718 5.334 -0.1 0.2 0.1 0.206
C 3.170 6.450 -0.039 0.4 1.0 0.6 -0.338
C 3.738 7.665 0.675 3.1 6.6 3.9 0.340
N 4.209 8.674 1.268 -3.8 -8.0 -4.7 -0.482
H 2.200 6.696 -0.481 0.1 0.0 0.1 -0.001
H 3.852 6.131 -0.833 0.0 0.1 0.2 0.296
H 3.040 5.627 0.670 0.1 0.2 0.0 0.214
C 7.786 -4.026 1.639 -0.4 0.0 1.2 -0.413
C 7.288 -3.950 3.073 -2.7 0.4 7.9 0.281
N 6.875 -3.888 4.263 3.3 -0.5 -9.5 -0.437
H 7.269 -4.829 1.106 0.0 0.1 0.2 0.037
H 7.594 -3.079 1.127 0.0 -0.1 0.2 0.244
H 8.861 -4.226 1.627 -0.2 0.0 0.1 0.289
C 2.597 12.223 1.198 -1.0 0.1 -0.7 -0.637
C 1.362 12.340 0.320 -6.8 0.6 -4.8 0.323
N 0.338 12.437 -0.408 8.2 -0.8 5.8 -0.437
H 2.318 11.846 2.186 0.0 0.0 -0.2 0.248
H 3.315 11.535 0.743 -0.2 0.0 0.0 0.226
H 3.068 13.204 1.312 -0.2 -0.1 -0.1 0.270
C -0.914 -7.775 -2.772 1.1 -0.6 0.2 -0.171
C 0.443 -8.427 -2.568 7.4 -3.6 1.1 0.360
N 1.570 -8.968 -2.399 -9.0 4.3 -1.4 -0.487
H -1.707 -8.453 -2.444 0.2 0.0 0.0 0.271
H -0.975 -6.850 -2.192 0.2 -0.1 -0.1 -0.253
H -1.061 -7.542 -3.830 0.1 -0.1 0.2 0.341
```
Forces are in eV/Å.

Its charge is -1. As for the total energy: -3479.964598 Ha. The HOMO energy comes out at -4.659 eV. The orbital gap comes out at 5.97 eV.

(3)
One molecule with the formula C19H21N3O4S2. Source: the OMol25 dataset; level of theory: ωB97M-V with the def2-TZVPD basis set.

The geometry in XYZ format:
```
49
Properties=species:S:1:pos:R:3:forces:R:3:mulliken_charge:R:1
C -5.134 2.025 -3.917 -0.1 0.0 -0.1 -0.838
C -4.048 1.493 -3.390 0.1 0.1 0.2 -0.128
C -3.501 1.836 -2.041 -0.1 0.1 0.2 0.003
N -2.085 2.145 -2.128 0.3 -0.3 -0.3 -0.456
H -1.598 1.424 -2.658 0.0 0.1 0.1 0.300
C -1.414 2.297 -0.855 -0.2 0.1 -0.2 -0.754
C -0.126 1.490 -0.822 -0.2 0.2 0.0 0.584
O 0.202 0.739 -1.716 0.1 0.0 -0.2 -0.659
N 0.588 1.690 0.320 0.0 0.3 0.2 -0.121
C 1.757 1.055 0.725 0.3 -0.2 0.0 0.265
C 2.609 0.408 -0.166 0.0 0.0 -0.2 -0.737
C 3.771 -0.187 0.290 0.0 0.1 0.2 -0.664
C 4.101 -0.160 1.635 0.1 0.0 0.0 -0.653
C 3.259 0.472 2.531 0.1 -0.1 -0.1 -0.363
C 2.095 1.071 2.084 -0.4 0.3 0.4 0.291
S 1.035 1.912 3.259 0.1 -0.3 0.0 -0.140
C -0.125 0.553 3.708 0.3 0.4 -0.1 -0.681
C -0.878 0.123 2.472 0.1 -0.2 0.2 0.346
O -1.862 0.702 2.062 -0.2 0.2 0.0 -0.626
N -0.296 -0.937 1.847 0.2 -0.3 0.3 0.021
C -0.606 -1.413 0.587 0.4 -0.4 -0.4 -0.428
C 0.295 -2.209 -0.107 -0.5 0.2 -0.3 0.287
C 1.563 -2.666 0.407 0.1 0.1 0.5 0.933
O 1.942 -2.452 1.549 0.0 -0.3 -0.2 -0.704
O 2.275 -3.354 -0.489 -0.2 0.1 -0.3 -0.343
C 3.525 -3.864 -0.053 0.4 -0.1 0.3 -0.650
H 4.103 -4.067 -0.951 0.0 0.0 0.0 0.248
H 4.030 -3.132 0.581 0.0 -0.1 -0.1 0.267
H 3.375 -4.784 0.516 0.0 0.1 0.0 0.294
S -0.297 -2.600 -1.682 -0.2 0.2 0.4 -0.191
C -1.739 -1.731 -1.385 0.4 -0.3 0.0 -0.427
C -1.779 -1.156 -0.153 -0.3 0.0 -0.1 -0.547
H -2.597 -0.574 0.228 -0.1 0.1 0.0 0.634
H -2.493 -1.688 -2.146 -0.2 0.0 -0.1 0.516
H 0.580 -1.327 2.202 -0.2 0.2 0.0 0.305
H -0.802 1.005 4.430 0.0 -0.1 0.0 0.462
H 0.448 -0.254 4.160 -0.1 0.0 0.0 0.336
H 3.497 0.506 3.583 0.0 0.0 0.1 0.460
H 5.007 -0.628 1.988 0.1 -0.1 0.0 0.406
H 4.426 -0.671 -0.419 0.1 0.0 -0.1 0.469
H 2.351 0.380 -1.211 0.0 0.0 0.0 0.491
H 0.163 2.268 1.040 0.0 -0.1 -0.2 0.327
H -2.033 1.957 -0.011 0.1 0.0 -0.1 0.359
H -1.174 3.356 -0.688 0.1 -0.1 0.2 0.395
H -3.698 0.984 -1.360 0.0 0.1 0.0 0.046
H -4.017 2.712 -1.636 -0.1 -0.1 0.0 0.335
H -3.484 0.746 -3.934 0.0 -0.1 -0.2 0.204
H -5.500 1.731 -4.887 0.0 -0.1 -0.2 0.265
H -5.708 2.774 -3.397 -0.1 0.2 0.2 0.262
```
Forces are in eV/Å.

As for the total energy: -1998.264785 Ha. The SMILES is C=CCNCC(=O)Nc1ccccc1SCC(=O)Nc1ccsc1C(=O)OC. The calculation puts the energy relative to the best compared isomer or geometry (same formula, charge and spin) at 20.0 kcal/mol. The HOMO energy comes out at -8.534 eV. The orbital gap comes out at 8.68 eV.